P) {
  "formula": "C45H57N7O5STi",
  "method": "ωB97M-V/def2-TZVPD",
  "elements": ["Ti", "N", "C", "C", "O", "N", "C", "C", "O", "O", "H", "H", "H", "H", "H", "H", "C", "C", "C", "C", "C", "C", "C", "N", "C", "C", "C", "C", "C", "C", "O", "C", "C", "C", "C", "C", "C", "C", "C", "C", "O", "C", "C", "C", "C", "C", "C", "H", "H", "H", "H", "H", "H", "H", "H", "H", "H", "H", "H", "H", "H", "H", "H", "H", "H", "H", "H", "H", "H", "H", "H", "H", "H", "H", "H", "H", "H", "H", "H", "H", "H", "H", "H", "H", "H", "H", "H", "S", "C", "N", "N", "C", "C", "C", "C", "C", "C", "N", "N", "C", "C", "C", "C", "C", "C", "H", "H", "H", "H", "H", "H", "H", "H", "H", "H", "H"],
  "positions_angstrom": [[-0.09820, 0.24286, 2.62391], [1.01593, 1.28638, 4.25247], [0.56507, 2.75215, 4.39707], [-0.64945, 3.03259, 3.51649], [-1.10207, 4.17749, 3.63961], [-1.09896, 2.00437, 2.83083], [-2.53871, 1.72720, 2.81947], [-2.75293, 0.59067, 3.81440], [-3.76375, 0.29522, 4.37589], [-1.61508, -0.07669, 3.91822], [0.88900, 0.83233, 5.14413], [1.96068, 1.28678, 3.95898], [1.39011, 3.46380, 4.29988], [0.19288, 2.92256, 5.43142], [-2.84947, 1.39107, 1.82382], [-3.06921, 2.60421, 3.00879], [-3.47403, -0.45392, -3.53890], [-4.09074, -1.34186, -2.44766], [-4.47653, -2.67548, -3.12385], [-5.48492, -0.66004, -1.97790], [-3.23236, -1.53048, -1.18047], [-2.24326, -0.57716, -0.95535], [-1.52068, -0.50066, 0.27700], [-0.68197, 0.41164, 0.78233], [-0.11012, 1.42981, -0.01848], [-0.73072, 2.09968, -1.08859], [-0.14122, 3.26136, -1.61392], [1.13968, 3.58089, -1.10411], [1.79061, 2.87875, -0.10356], [1.08800, 1.93013, 0.57312], [1.30575, 1.50383, 1.77460], [3.16871, 3.21631, 0.41334], [3.07177, 4.12220, 1.63129], [3.95229, 4.02698, -0.61561], [3.91431, 1.96960, 0.73077], [-0.85365, 4.08898, -2.68406], [-1.46472, 3.16113, -3.80664], [-2.01618, 4.94394, -2.09206], [0.18108, 5.05194, -3.29538], [-1.64610, -1.62092, 1.16823], [-0.73585, -1.55759, 2.07817], [-2.68854, -2.61462, 0.94735], [-3.42838, -2.50200, -0.25189], [-2.93380, -3.75262, 1.91349], [-4.21106, -4.52167, 1.63585], [-2.99255, -3.06313, 3.30497], [-1.74200, -4.67806, 1.90440], [-3.98923, -0.51901, -4.49963], [-2.41161, -0.75979, -3.63656], [-3.48719, 0.54503, -3.21620], [-5.20695, -2.52977, -3.93879], [-4.88995, -3.43126, -2.42321], [-3.63014, -3.17724, -3.56776], [-6.12947, -0.35215, -2.75981], [-5.28021, 0.30662, -1.42962], [-6.05130, -1.26117, -1.25676], [-2.03313, 0.14308, -1.72443], [-1.68902, 1.66945, -1.30859], [1.58457, 4.43663, -1.50832], [2.72046, 5.12540, 1.37688], [4.03896, 4.30574, 2.10994], [2.38119, 3.65618, 2.38844], [3.36426, 4.94987, -0.83319], [4.16536, 3.51526, -1.57032], [4.85694, 4.40659, -0.23020], [3.44242, 1.39645, 1.55649], [4.87932, 2.31838, 1.02849], [4.06011, 1.39175, -0.19847], [-2.03482, 2.41268, -3.30513], [-0.69921, 2.77323, -4.38824], [-2.10310, 3.72328, -4.46514], [-2.72135, 4.33447, -1.56749], [-2.57266, 5.47953, -2.83827], [-1.59006, 5.61361, -1.34095], [1.16104, 4.58015, -3.57930], [0.41753, 5.79911, -2.50520], [-0.18646, 5.54045, -4.23454], [-4.34002, -3.13176, -0.44742], [-4.89469, -3.75924, 1.38297], [-4.52269, -5.15320, 2.48855], [-3.89815, -5.15909, 0.75202], [-3.94082, -2.55183, 3.29297], [-2.14430, -2.41452, 3.48451], [-3.03805, -3.79785, 4.12614], [-1.55472, -5.01761, 0.87365], [-1.94217, -5.49977, 2.60299], [-0.82686, -4.08606, 2.22525], [2.16539, -1.30649, 3.36251], [2.89896, -2.41246, 2.34756], [4.10781, -2.83367, 2.48556], [4.53639, -3.66697, 1.39061], [5.38031, -3.02234, 0.52024], [5.43670, -1.63735, 0.44177], [6.25308, -1.11788, -0.57790], [7.02044, -1.90934, -1.41558], [7.04616, -3.24895, -1.19939], [6.24235, -3.83936, -0.26298], [2.22514, -2.78288, 1.06777], [1.85688, -1.79795, 0.42700], [1.19046, -2.11687, -0.78269], [1.16321, -1.06699, -1.68468], [0.45207, -1.24983, -2.85940], [-0.35342, -2.37516, -3.01572], [-0.41448, -3.34623, -2.03457], [0.35269, -3.23360, -0.91112], [4.91822, -4.54283, 1.73806], [4.85559, -0.93254, 1.08171], [6.20681, -0.04503, -0.79090], [7.59522, -1.44327, -2.22403], [7.72177, -3.98507, -1.87066], [6.21914, -4.87117, -0.02608], [1.79206, -0.12803, -1.50392], [0.37303, -0.38962, -3.52504], [-0.97953, -2.49129, -3.85696], [-1.01965, -4.22984, -2.19300], [0.30464, -3.95850, -0.13568]],
  "lowdin_charge": [1.088, -0.056, -0.086, -0.543, 0.017, -0.058, -0.074, -0.576, 0.089, -0.144, 0.092, 0.024, 0.106, 0.131, 0.121, 0.102, -0.052, -0.480, -0.064, -0.030, -0.184, 0.046, -0.166, 0.030, -0.142, 0.048, -0.142, 0.039, -0.104, -0.307, -0.183, -0.564, -0.029, -0.059, -0.047, -0.511, -0.023, -0.039, -0.081, -0.238, -0.180, -0.051, 0.020, -0.580, -0.051, -0.022, -0.050, 0.092, 0.076, 0.045, 0.086, 0.078, 0.067, 0.051, 0.096, 0.076, 0.068, 0.084, 0.063, 0.089, 0.086, 0.083, 0.084, 0.100, 0.063, 0.091, 0.078, 0.096, 0.043, 0.057, 0.074, 0.070, 0.070, 0.087, 0.096, 0.086, 0.091, 0.119, 0.057, 0.097, 0.106, 0.085, 0.063, 0.093, 0.079, 0.089, 0.107, 0.654, -0.852, -0.008, -0.031, -0.284, -0.026, -0.100, -0.156, -0.151, -0.053, 0.060, 0.072, -0.242, -0.030, -0.082, -0.105, -0.087, -0.020, 0.124, 0.106, 0.094, 0.097, 0.142, 0.089, 0.142, 0.106, 0.081, 0.109, 0.089],
  "e_homo_ev": [-5.13, -5.17],
  "charge": -1,
  "multiplicity": 2,
  "gap_ev": [7.3, 5.1],
  "mol_weight_g_mol": 855.9,
  "lumo_energy_ev": [2.2, -0.1],
  "s2": 0.77
}

Q) {
  "formula": "C45H57N7O5STi",
  "method": "ωB97M-V/def2-TZVPD",
  "elements": ["Ti", "N", "C", "C", "O", "N", "C", "C", "O", "O", "H", "H", "H", "H", "H", "H", "C", "C", "C", "C", "C", "C", "C", "N", "C", "C", "C", "C", "C", "C", "O", "C", "C", "C", "C", "C", "C", "C", "C", "C", "O", "C", "C", "C", "C", "C", "C", "H", "H", "H", "H", "H", "H", "H", "H", "H", "H", "H", "H", "H", "H", "H", "H", "H", "H", "H", "H", "H", "H", "H", "H", "H", "H", "H", "H", "H", "H", "H", "H", "H", "H", "H", "H", "H", "H", "H", "H", "S", "C", "N", "N", "C", "C", "C", "C", "C", "C", "N", "N", "C", "C", "C", "C", "C", "C", "H", "H", "H", "H", "H", "H", "H", "H", "H", "H", "H"],
  "positions_angstrom": [[0.39153, -1.59439, -2.48065], [-0.22558, 0.53657, -2.46475], [-0.45413, 1.12779, -3.77454], [-0.37346, -0.04321, -4.83224], [-0.42238, 0.20032, -6.00900], [-0.07844, -1.27092, -4.26346], [-0.12465, -2.33942, -5.17000], [0.38126, -3.62884, -4.46589], [0.40395, -4.72297, -4.89080], [0.68079, -3.32718, -3.22291], [-1.04435, 0.49991, -1.85043], [0.36536, 1.14914, -1.94109], [0.35602, 1.84542, -4.01023], [-1.37258, 1.63407, -3.87981], [0.54179, -2.19546, -6.05826], [-1.17727, -2.55849, -5.52490], [4.71375, 0.58601, 3.33532], [4.30447, 1.47870, 2.16530], [5.54388, 2.36851, 1.90125], [3.13548, 2.38386, 2.52360], [3.82009, 0.67153, 0.91678], [2.56447, 0.08770, 0.92662], [2.05798, -0.52655, -0.23737], [0.85186, -1.10995, -0.41734], [-0.12717, -1.40991, 0.55036], [0.00197, -1.30185, 1.92944], [-1.00666, -1.82343, 2.66422], [-2.16887, -2.23593, 1.95940], [-2.39286, -2.33541, 0.55565], [-1.18582, -2.02658, -0.16071], [-1.09893, -2.22440, -1.45393], [-3.77217, -2.68912, 0.12820], [-3.66680, -3.89336, -0.83433], [-4.27253, -1.42073, -0.66199], [-4.73877, -3.04146, 1.27760], [-1.02267, -1.92060, 4.17790], [0.39343, -1.38901, 4.60932], [-1.20833, -3.28934, 4.81234], [-2.15640, -1.07636, 4.73597], [2.83626, -0.58552, -1.44635], [2.37694, -1.20780, -2.54163], [4.17784, -0.06565, -1.44779], [4.64632, 0.57290, -0.26539], [5.08343, -0.27490, -2.69259], [5.33587, -1.77750, -2.82867], [4.39299, 0.21968, -4.00903], [6.38036, 0.39773, -2.60442], [4.95092, 1.34572, 4.09775], [5.59392, -0.02928, 3.17875], [3.90035, 0.00748, 3.73959], [5.56376, 3.15778, 2.63529], [5.38518, 2.92802, 0.95879], [6.52490, 1.91932, 1.72967], [3.29345, 2.99267, 3.42901], [2.22362, 1.79658, 2.84130], [2.88408, 3.03857, 1.67902], [1.95005, 0.22243, 1.81002], [0.86094, -0.84662, 2.41927], [-3.01623, -2.47047, 2.57454], [-2.89752, -3.80651, -1.61514], [-4.64993, -4.02325, -1.27492], [-3.35951, -4.79224, -0.36846], [-3.55601, -1.27818, -1.48275], [-4.33765, -0.56660, -0.02588], [-5.20159, -1.73258, -1.22095], [-4.44655, -3.91886, 1.86223], [-5.68896, -3.32672, 0.76748], [-5.09725, -2.24547, 1.88986], [1.12460, -2.04629, 4.04526], [0.53723, -1.44595, 5.69929], [0.44489, -0.34076, 4.42369], [-0.27687, -3.80956, 4.63222], [-2.04227, -3.91001, 4.43007], [-1.43097, -3.12498, 5.84731], [-2.37277, -0.16460, 4.15025], [-1.98091, -0.80028, 5.77014], [-3.10163, -1.60439, 4.65664], [5.56952, 1.08682, -0.38578], [4.46293, -2.38738, -2.99368], [5.78296, -2.16368, -1.89641], [6.06640, -1.98961, -3.60266], [3.63730, -0.42356, -4.49772], [5.18980, 0.14877, -4.82493], [4.14283, 1.30756, -4.13277], [6.90426, 0.11736, -1.67298], [6.40812, 1.47236, -2.61638], [6.98064, 0.13514, -3.45511], [-0.33750, 3.54220, -1.40043], [-1.71871, 2.94955, -0.49085], [-1.81733, 2.86421, 0.78280], [-0.67682, 3.18219, 1.46861], [-0.65270, 3.13281, 2.83046], [0.48556, 3.74295, 3.41109], [0.55498, 3.84007, 4.80142], [-0.56493, 3.37735, 5.57640], [-1.70078, 2.86975, 4.93120], [-1.78971, 2.74600, 3.54326], [-2.99623, 2.57379, -1.13751], [-2.98743, 2.49151, -2.37300], [-4.21816, 2.04967, -3.00554], [-4.29589, 2.25169, -4.41498], [-5.43947, 1.91403, -5.10974], [-6.51722, 1.23987, -4.43254], [-6.43338, 1.15215, -3.08078], [-5.27625, 1.48162, -2.37227], [0.14611, 3.41668, 0.87758], [1.22493, 4.19052, 2.78485], [1.33969, 4.21666, 5.51540], [-0.44029, 3.25521, 6.66069], [-2.55350, 2.49120, 5.48254], [-2.69512, 2.27272, 3.17348], [-3.48261, 2.81923, -4.85330], [-5.67010, 2.03180, -6.14695], [-7.39303, 0.93684, -5.02402], [-7.32454, 0.71696, -2.62803], [-5.34284, 1.36841, -1.29951]],
  "lowdin_charge": [1.191, -0.018, -0.141, -0.470, 0.060, -0.123, -0.139, -0.604, 0.102, -0.121, 0.092, 0.027, 0.130, 0.059, 0.142, 0.151, -0.048, -0.541, -0.074, -0.090, -0.165, 0.003, -0.214, -0.019, -0.156, -0.001, -0.195, 0.013, -0.097, -0.283, -0.167, -0.522, -0.036, -0.031, -0.070, -0.544, -0.056, -0.054, -0.064, -0.264, -0.181, -0.079, 0.012, -0.546, -0.045, -0.052, -0.108, 0.080, 0.085, 0.069, 0.067, 0.084, 0.083, 0.080, 0.082, 0.095, 0.068, 0.067, 0.072, 0.087, 0.074, 0.071, 0.079, 0.068, 0.094, 0.088, 0.087, 0.067, 0.112, 0.082, 0.060, 0.081, 0.090, 0.069, 0.077, 0.078, 0.074, 0.064, 0.077, 0.096, 0.076, 0.076, 0.082, 0.090, 0.093, 0.083, 0.074, 0.671, -0.743, 0.079, 0.043, -0.239, -0.042, -0.064, -0.084, -0.093, -0.016, 0.039, 0.043, -0.234, -0.020, -0.065, -0.083, -0.102, -0.047, 0.074, 0.094, 0.119, 0.100, 0.101, 0.112, 0.110, 0.090, 0.108, 0.107, 0.101],
  "e_homo_ev": [-3.50, -3.47],
  "charge": -1,
  "multiplicity": 2,
  "gap_ev": [4.5, 2.3],
  "mol_weight_g_mol": 855.9,
  "lumo_energy_ev": [1.0, -1.1],
  "s2": 0.79
}

What is the most stable structure shown above? It is P).